1.
153
Properties=species:S:1:pos:R:3:forces:R:3 method="wB97M-V/def2-TZVPD" homo_lumo_gap_ev=6.9166 max_force_ev_per_a=9.56 total_energy_ev=-94947.4272 smiles="CCCCCCCCCCCCCCc1c([C@@H](Cl)CC)c(I)c(CC(=O)F)c2nccnc12.CCO.CCO.CCO.CCO.CCO.CCO.CCO.CCO.CCO" total_charge=0 de_lowest_kcal_mol=460.9 e_homo_ha=-0.3012
C 8.366 0.033 1.296 0.571 -0.200 0.564
C 8.782 -1.226 2.302 -0.985 0.798 0.524
C 7.932 -2.600 2.018 0.767 -0.948 -0.310
C 7.503 -2.839 0.453 -0.628 -0.480 0.153
C 6.018 -2.170 0.159 0.864 0.898 -0.094
C 6.065 -1.466 -1.336 0.034 -0.306 0.253
C 4.602 -1.477 -2.078 0.252 0.003 0.361
C 3.463 -0.524 -1.335 0.031 -0.361 -0.743
C 3.887 1.058 -1.233 0.266 -0.232 -0.499
C 2.727 2.049 -0.627 0.155 -0.652 0.352
C 2.273 1.694 0.923 0.583 1.042 -0.297
C 0.794 2.370 1.233 0.624 -0.678 1.087
C -0.257 1.142 1.527 -0.237 -0.015 0.577
C -1.696 1.264 0.752 -1.069 -0.810 1.221
C -2.383 -0.259 0.827 -0.894 -2.139 -1.593
C -2.502 -1.192 -0.554 -0.852 -0.781 3.832
C -2.013 -0.681 -2.049 0.287 -1.035 0.911
Cl -3.290 0.612 -2.569 0.868 -1.080 0.395
C -0.471 -0.125 -2.102 0.422 1.000 -0.665
C -0.433 1.310 -2.959 1.003 -0.136 -0.228
C -3.164 -2.701 -0.346 -0.284 1.830 4.536
I -3.408 -4.163 -2.014 0.283 1.583 1.510
C -3.696 -3.198 1.130 1.156 1.756 -1.358
C -4.390 -4.709 1.261 -0.452 1.759 0.825
C -5.981 -4.637 0.757 -3.195 -6.167 -2.517
O -6.562 -5.772 0.336 3.703 8.309 2.952
F -6.800 -3.394 0.766 2.907 -3.518 0.180
C -3.600 -2.244 2.496 0.312 -0.159 -1.702
N -4.151 -2.836 3.762 3.167 6.792 0.493
C -3.928 -1.853 4.878 0.302 0.032 -2.150
C -3.259 -0.374 4.760 0.051 -1.368 -3.642
N -2.767 0.190 3.458 -2.578 -5.608 1.817
C -2.922 -0.777 2.318 -0.259 -0.420 -0.306
H 8.575 -0.216 0.161 -0.674 0.490 2.366
H 7.232 0.351 1.481 2.606 -0.727 -0.607
H 9.064 0.940 1.567 -1.506 -1.683 -0.525
H 9.947 -1.407 2.323 -2.413 0.278 -0.307
H 8.478 -0.859 3.392 0.810 -0.806 -2.198
H 8.626 -3.513 2.319 -1.422 1.862 -0.459
H 6.962 -2.695 2.688 1.981 0.413 -1.382
H 7.433 -4.010 0.263 0.178 2.441 0.354
H 8.288 -2.415 -0.333 -1.585 -0.817 1.901
H 5.871 -1.335 0.994 0.050 -1.792 -1.868
H 5.140 -2.946 0.249 1.796 1.424 -0.224
H 6.505 -0.368 -1.224 -1.003 -2.280 -0.282
H 6.862 -2.089 -1.967 -1.883 1.329 1.132
H 4.198 -2.582 -2.037 0.784 2.113 -0.171
H 4.748 -1.193 -3.213 -0.424 -0.388 2.234
H 2.493 -0.613 -2.021 1.888 0.222 1.641
H 3.238 -1.022 -0.286 0.397 1.200 -2.071
H 4.088 1.422 -2.346 -0.295 -0.752 2.225
H 4.923 1.142 -0.656 -2.306 0.024 -1.072
H 3.125 3.152 -0.695 -0.886 -2.076 0.195
H 1.759 1.961 -1.283 1.894 0.168 1.104
H 2.302 0.528 1.118 -0.294 2.480 -0.472
H 3.042 2.182 1.678 -1.390 -1.080 -1.631
H 0.929 3.008 2.233 -0.524 -1.370 -2.195
H 0.433 3.125 0.413 0.746 -1.681 1.320
H -0.410 1.118 2.711 -0.038 -0.071 -2.723
H 0.177 0.065 1.262 -0.636 2.462 0.358
H -2.438 1.979 1.347 1.643 -1.528 -1.192
H -1.644 1.689 -0.337 0.074 -1.203 2.042
H -2.092 -1.528 -2.877 -0.180 1.722 2.144
H 0.031 -0.013 -1.035 -1.300 -0.182 -2.216
H 0.195 -0.884 -2.714 -1.526 1.341 1.309
H 0.687 1.663 -3.172 -2.330 -1.001 0.610
H -0.940 2.200 -2.372 0.823 -1.974 -1.409
H -0.905 1.131 -4.032 0.793 0.592 2.541
H -3.779 -5.545 0.702 -1.706 1.875 0.693
H -4.457 -5.073 2.396 0.122 1.200 -2.414
H -4.297 -2.189 5.963 0.964 0.721 -2.758
H -3.148 0.295 5.727 -0.258 -1.648 -2.339
C -5.069 -5.437 6.136 -0.140 0.026 -0.183
C -3.650 -5.557 6.652 -0.360 -0.094 0.013
O -3.278 -4.366 7.331 0.091 0.486 0.501
H -5.159 -4.584 5.455 0.098 -0.180 -0.002
H -5.370 -6.345 5.606 -0.054 0.081 0.063
H -5.768 -5.261 6.960 0.028 -0.161 -0.010
H -2.953 -5.710 5.823 0.011 0.184 0.204
H -3.555 -6.400 7.344 0.014 -0.136 -0.135
H -3.899 -4.244 8.070 0.295 -0.112 -0.396
C -7.099 2.544 -1.207 -0.237 -0.173 0.078
C -6.832 3.744 -2.092 0.168 -0.367 0.131
O -5.563 4.302 -1.782 0.466 0.108 -0.077
H -7.074 2.832 -0.151 -0.048 0.039 -0.146
H -8.076 2.105 -1.430 0.090 0.013 0.056
H -6.328 1.780 -1.348 -0.052 0.010 -0.079
H -7.592 4.515 -1.932 0.250 0.017 -0.022
H -6.843 3.463 -3.149 -0.223 -0.031 -0.036
H -4.894 3.612 -1.935 -0.345 0.358 0.105
C -1.840 2.370 -7.843 0.077 0.020 -0.069
C -2.183 2.238 -6.374 -0.015 0.243 -0.307
O -1.550 3.271 -5.633 0.031 0.375 0.200
H -0.756 2.316 -7.992 -0.116 -0.100 0.075
H -2.316 1.578 -8.428 0.018 0.112 -0.029
H -2.166 3.340 -8.232 -0.061 -0.273 0.014
H -1.835 1.277 -5.985 -0.014 0.205 0.116
H -3.264 2.304 -6.216 -0.057 -0.215 -0.058
H -1.872 4.121 -5.981 0.187 -0.471 0.195
C -3.340 2.861 -12.562 0.075 -0.138 -0.208
C -3.683 2.729 -11.092 -0.051 0.252 -0.251
O -3.050 3.762 -10.352 -0.056 0.478 0.051
H -2.256 2.807 -12.710 -0.148 -0.073 0.068
H -3.816 2.069 -13.146 0.037 0.107 -0.021
H -3.666 3.831 -12.950 -0.090 -0.113 0.006
H -3.335 1.768 -10.703 0.018 0.239 0.093
H -4.764 2.795 -10.934 -0.051 -0.202 -0.071
H -3.372 4.612 -10.700 0.188 -0.454 0.180
C -0.181 -0.601 8.743 0.144 0.160 -0.077
C -1.641 -0.204 8.685 0.227 -0.269 0.155
O -2.335 -1.041 7.771 -0.296 -0.338 -0.077
H 0.279 -0.521 7.752 -0.065 0.086 0.184
H 0.370 0.038 9.440 0.031 -0.125 -0.057
H -0.074 -1.643 9.060 -0.019 0.093 0.118
H -1.744 0.831 8.346 -0.114 -0.189 -0.057
H -2.111 -0.294 9.669 0.065 0.189 0.088
H -2.245 -1.957 8.085 -0.060 0.364 -0.313
C -11.125 -0.932 -2.429 -0.027 -0.207 -0.159
C -10.073 -0.133 -1.689 -0.333 -0.078 0.029
O -10.331 1.257 -1.830 -0.232 0.392 0.104
H -11.134 -0.667 -3.491 0.092 -0.052 0.138
H -10.938 -2.005 -2.334 -0.087 0.071 -0.014
H -12.124 -0.712 -2.038 0.077 -0.097 0.064
H -9.079 -0.338 -2.097 -0.109 0.216 0.075
H -10.067 -0.383 -0.624 0.110 -0.197 -0.027
H -11.212 1.430 -1.457 0.499 -0.065 -0.214
C 6.372 4.646 0.139 -0.111 0.258 -0.008
C 7.171 3.508 0.739 -0.019 0.150 -0.349
O 7.267 2.440 -0.192 0.134 -0.170 -0.344
H 5.367 4.309 -0.136 0.080 -0.015 0.136
H 6.285 5.476 0.846 -0.029 -0.014 -0.074
H 6.847 5.012 -0.777 0.027 -0.004 0.145
H 6.682 3.131 1.642 0.104 -0.142 -0.160
H 8.181 3.834 1.004 -0.034 0.119 0.180
H 7.710 2.782 -0.987 -0.262 -0.064 0.266
C 6.810 2.552 -4.577 -0.085 -0.212 -0.038
C 6.497 3.852 -3.866 0.089 -0.163 -0.296
O 7.624 4.279 -3.116 0.482 0.172 0.161
H 7.085 1.775 -3.856 -0.133 0.093 -0.036
H 5.950 2.207 -5.157 0.112 -0.014 0.006
H 7.664 2.676 -5.253 -0.127 0.034 -0.051
H 5.658 3.718 -3.177 0.222 0.108 0.054
H 6.234 4.637 -4.582 -0.178 -0.065 -0.027
H 8.361 4.402 -3.739 -0.375 -0.059 0.367
C 2.884 -4.688 7.907 0.151 -0.217 -0.007
C 2.834 -3.267 8.430 -0.241 -0.198 -0.197
O 2.248 -2.413 7.459 -0.255 0.145 -0.152
H 3.464 -4.736 6.979 -0.012 0.053 0.174
H 3.338 -5.358 8.642 -0.070 -0.018 -0.084
H 1.878 -5.050 7.672 0.048 -0.006 0.129
H 3.843 -2.901 8.642 -0.203 0.111 -0.118
H 2.245 -3.209 9.350 0.132 -0.090 0.168
H 1.349 -2.742 7.283 0.482 0.190 0.047

=====

2.
159
Properties=species:S:1:pos:R:3:forces:R:3 method="wB97M-V/def2-TZVPD" homo_lumo_gap_ev=9.1906 max_force_ev_per_a=3.82 total_energy_ev=-106706.3622 smiles="CCOS(C)(=O)=O.CCOS(C)(=O)=O.COC(=O)OC.C1CCOC1.C1CCOC1.C1CCOC1.C1CCOC1.C1CCOC1.C1CCOC1.C1CCOC1.C1CCOC1.C1CCOC1" total_charge=0 de_lowest_kcal_mol=69.9 e_homo_ha=-0.3320
C 5.253 -0.595 -2.322 -0.688 0.121 -0.076
C 4.649 0.586 -3.096 0.930 -0.323 1.577
O 4.901 0.285 -4.459 -2.199 1.424 -2.345
S 3.946 1.213 -5.545 1.635 0.896 -0.026
C 5.218 1.361 -6.860 -0.607 0.389 0.635
O 2.845 0.444 -6.109 1.199 0.903 1.315
O 3.741 2.569 -4.967 0.097 -3.096 -0.933
H 4.637 -1.490 -2.413 0.048 -0.071 -0.263
H 5.307 -0.389 -1.253 0.157 0.238 -0.036
H 6.246 -0.787 -2.728 0.000 -0.077 0.185
H 3.604 0.784 -2.859 -0.017 -0.219 -0.230
H 5.220 1.468 -2.807 -0.118 0.276 -0.189
H 5.734 0.426 -7.079 -0.388 -0.037 0.190
H 5.932 2.126 -6.554 -0.101 -0.127 0.163
H 4.656 1.734 -7.715 0.051 -0.168 -0.038
C -5.644 4.224 1.991 -0.733 -1.214 0.781
C -6.253 2.761 1.867 -0.331 2.478 -0.980
O -5.223 1.834 1.637 1.841 -1.260 -1.404
S -4.674 1.658 0.059 0.723 0.159 0.527
C -6.053 0.545 -0.473 0.884 0.799 0.406
O -4.741 2.947 -0.613 -0.019 -1.601 0.618
O -3.360 0.965 0.117 -3.437 1.297 0.175
H -4.901 4.502 1.244 -0.231 -0.483 -0.102
H -5.173 4.239 2.973 0.125 0.279 0.002
H -6.430 4.980 1.978 -0.103 -0.106 0.048
H -6.847 2.461 2.730 0.649 -0.048 0.373
H -6.989 2.700 1.066 0.062 0.202 -0.385
H -6.956 1.134 -0.631 0.252 0.242 0.059
H -6.176 -0.052 0.430 -0.002 -0.505 -0.487
H -5.800 0.035 -1.403 0.183 -0.154 0.330
C 0.461 1.281 7.048 -0.710 -0.278 1.054
O -0.101 0.777 5.845 -1.329 1.295 -1.627
C -1.116 1.459 5.194 -1.612 1.929 0.944
O -1.793 2.446 5.557 2.719 -2.670 -0.297
O -1.342 0.824 4.049 0.123 0.086 -1.076
C -2.087 1.490 2.969 0.138 0.720 0.155
H 0.350 2.347 7.248 0.130 0.115 -0.746
H 1.496 0.940 7.079 -0.093 0.222 -0.110
H -0.093 0.813 7.862 0.176 -0.176 0.196
H -2.095 2.576 3.059 0.119 -0.017 0.654
H -3.130 1.191 2.871 0.219 -0.446 0.528
H -1.602 1.331 2.006 0.287 -0.673 0.351
C 1.982 2.826 3.522 0.255 -0.037 2.041
C 2.238 3.130 2.113 0.165 -1.195 -2.184
C 2.277 4.603 2.060 0.431 0.887 -0.528
O 2.729 5.025 3.326 -0.559 2.112 -0.122
C 2.748 3.989 4.209 0.044 -2.484 0.692
H 2.379 1.857 3.825 -0.137 -0.058 0.108
H 0.939 2.890 3.831 -0.199 -0.089 -0.302
H 1.482 2.746 1.429 -0.008 -0.086 -0.028
H 3.190 2.733 1.760 0.130 -0.233 0.202
H 1.265 4.928 1.816 -0.025 0.780 0.134
H 3.032 5.004 1.384 -0.505 -0.048 -0.569
H 2.299 4.196 5.180 0.113 0.450 0.034
H 3.782 3.664 4.327 0.276 -0.026 0.479
C 2.906 -1.682 4.711 -0.495 0.364 0.167
C 3.221 -2.167 3.333 0.574 -0.722 -0.533
C 4.409 -1.293 2.931 -0.259 0.276 -0.185
O 5.240 -1.302 4.101 -1.187 -0.359 -0.126
C 4.286 -1.271 5.207 0.781 0.817 0.383
H 2.364 -2.402 5.325 0.316 -0.175 0.054
H 2.245 -0.818 4.644 0.025 0.227 0.080
H 2.363 -2.237 2.665 0.139 0.197 -0.127
H 3.658 -3.157 3.467 -0.143 -0.343 -0.365
H 4.127 -0.270 2.685 -0.429 0.410 0.289
H 4.919 -1.596 2.017 0.448 -0.589 0.395
H 4.220 -0.238 5.550 0.177 0.179 0.144
H 4.700 -1.847 6.034 -0.046 -0.240 -0.201
C -0.589 -2.914 -4.991 0.062 -0.964 1.361
C 0.327 -1.769 -5.308 -0.290 0.843 -1.551
C 1.281 -1.630 -4.161 -0.269 -0.891 0.261
O 1.494 -3.010 -3.773 -0.299 0.014 -0.150
C 0.255 -3.746 -3.973 0.305 0.938 -0.556
H -0.911 -3.495 -5.855 0.172 0.036 0.003
H -1.488 -2.590 -4.468 -0.103 0.239 -0.132
H -0.320 -0.925 -5.549 0.451 0.513 0.163
H 0.933 -1.958 -6.194 -0.143 -0.168 -0.167
H 0.831 -1.052 -3.354 0.032 -0.026 0.334
H 2.242 -1.208 -4.456 -0.112 -0.082 0.131
H -0.220 -3.807 -2.994 -0.227 -0.345 -0.118
H 0.458 -4.715 -4.430 0.358 -0.122 0.535
C 0.737 -5.122 -0.472 -0.484 0.426 -0.072
C 1.856 -5.881 0.210 0.433 -0.887 -0.412
C 1.599 -5.838 1.711 -0.348 0.766 -0.862
O 0.174 -5.553 1.790 0.493 -0.529 0.164
C -0.131 -4.673 0.694 0.332 0.470 0.543
H 0.185 -5.819 -1.103 -0.032 0.221 -0.203
H 1.092 -4.282 -1.069 -0.146 -0.011 -0.039
H 2.860 -5.583 -0.089 -0.030 0.122 0.098
H 1.705 -6.907 -0.124 0.480 -0.204 0.190
H 2.173 -5.062 2.217 -0.084 0.428 -0.021
H 1.968 -6.772 2.136 -1.008 -0.187 0.420
H 0.104 -3.645 0.971 0.474 0.259 0.178
H -1.204 -4.594 0.519 -0.082 -0.809 0.070
C -1.372 2.240 -4.145 -0.087 1.304 0.050
C -2.433 2.452 -3.084 -0.682 0.393 0.723
C -3.731 2.791 -3.853 1.941 -0.658 -0.188
O -3.560 2.137 -5.117 0.312 0.335 -0.678
C -2.197 1.637 -5.240 -0.827 -1.246 0.770
H -0.509 1.636 -3.864 -0.174 -0.177 0.118
H -0.982 3.210 -4.455 0.109 0.152 -0.092
H -2.300 3.308 -2.422 0.589 -0.272 0.321
H -2.581 1.549 -2.492 0.053 -0.001 0.130
H -3.740 3.871 -4.002 -0.541 0.075 -0.043
H -4.581 2.417 -3.283 -0.263 0.173 -0.454
H -1.734 1.693 -6.226 -0.613 0.376 -0.166
H -2.309 0.590 -4.960 0.260 -0.492 -0.444
C -3.061 -3.045 -1.153 0.215 2.398 0.063
C -3.674 -4.323 -1.515 -1.287 -3.225 0.902
C -4.337 -4.874 -0.140 -0.227 1.895 -1.467
O -4.208 -3.769 0.715 0.814 1.825 1.579
C -3.958 -2.529 -0.029 -0.017 -1.835 0.409
H -3.107 -2.297 -1.944 0.157 -0.108 -0.391
H -2.009 -3.123 -0.881 -0.116 0.009 0.296
H -2.959 -5.099 -1.789 0.058 0.223 -0.526
H -4.482 -4.279 -2.245 0.258 0.196 -0.205
H -3.881 -5.785 0.249 0.172 0.253 0.187
H -5.423 -4.968 -0.175 -0.094 -0.854 -0.791
H -3.598 -1.729 0.618 0.498 -0.449 0.232
H -4.898 -2.132 -0.414 -0.341 -0.243 -0.358
C 1.322 5.799 -2.115 -0.709 0.256 -0.025
C 2.519 5.640 -2.985 0.687 1.259 -1.309
C 3.371 4.690 -2.239 1.230 0.040 0.014
O 2.525 3.958 -1.384 -2.277 -0.929 0.717
C 1.116 4.380 -1.581 0.426 0.961 -1.185
H 0.566 6.276 -2.739 -0.656 -0.358 0.447
H 1.528 6.448 -1.265 0.109 0.160 -0.030
H 2.997 6.595 -3.202 0.265 0.153 0.421
H 2.332 5.300 -4.004 -0.636 -0.517 0.124
H 4.107 5.215 -1.631 0.050 0.079 0.273
H 3.939 4.072 -2.934 -0.160 -0.509 0.162
H 0.408 4.356 -0.752 1.024 -0.152 0.941
H 0.553 3.806 -2.317 0.632 -0.581 -0.488
C -1.961 -2.260 3.059 -1.065 0.077 -1.012
C -0.799 -2.515 4.007 -0.751 0.216 0.802
C -1.562 -2.367 5.338 -0.156 -0.362 -0.705
O -2.860 -3.084 5.135 1.738 0.965 -0.279
C -3.216 -2.859 3.731 0.645 -0.411 0.705
H -1.862 -2.705 2.069 0.254 -0.132 -0.002
H -2.232 -1.222 2.870 0.784 0.299 0.231
H 0.022 -1.799 3.968 -0.143 0.209 -0.212
H -0.369 -3.510 3.896 -0.214 -0.143 -0.099
H -1.656 -1.296 5.516 -0.847 0.146 -0.171
H -0.973 -2.662 6.206 -0.533 -0.994 0.084
H -4.115 -2.243 3.710 0.168 0.464 -0.068
H -3.497 -3.762 3.190 0.101 -0.458 0.629
C 0.171 0.739 -0.426 1.318 1.389 -0.752
C 1.567 0.168 -0.869 -0.520 0.203 1.022
C 1.363 -1.326 -0.644 0.665 1.340 -0.311
O -0.003 -1.483 -0.903 -1.401 -1.912 0.034
C -0.835 -0.368 -0.536 1.243 0.004 -0.480
H -0.054 1.554 -1.114 -0.245 0.272 0.284
H 0.272 1.137 0.583 -0.143 0.009 -0.013
H 2.320 0.624 -0.226 0.252 -0.113 -0.132
H 1.848 0.340 -1.908 -0.421 0.272 0.043
H 1.707 -1.625 0.346 -0.421 -0.183 0.397
H 1.973 -1.863 -1.370 -0.430 -0.463 -0.106
H -1.411 -0.457 0.385 0.153 -0.689 0.085
H -1.533 -0.179 -1.352 -0.031 -0.296 -0.024